(1)
The molecule C23H29FN4O4S at a distorted geometry, computed with the ωB97M-V functional and the def2-TZVPD basis.

Structure (XYZ):
```
62
Properties=species:S:1:pos:R:3:forces:R:3:nbo_charge:R:1
C -2.694 -4.802 0.466 0.2 0.2 0.1 -0.630
H -2.879 -4.754 -0.603 0.0 -0.1 -0.1 0.214
H -3.641 -4.769 0.998 -0.1 0.0 0.0 0.209
H -2.200 -5.745 0.679 0.0 -0.1 0.0 0.241
C -1.784 -3.654 0.912 -0.1 -0.3 0.0 -0.126
N -2.304 -2.305 0.741 -0.1 0.0 0.1 -0.473
C -2.778 -2.004 -0.600 0.1 0.3 -0.2 -0.235
H -2.038 -2.345 -1.327 0.0 0.0 0.0 0.211
C -2.981 -0.493 -0.741 -0.1 -0.3 -0.1 -0.207
N -3.951 -0.068 0.241 0.2 -0.5 0.0 -0.447
C -4.727 1.064 0.024 -0.3 0.4 -0.2 0.166
C -5.866 1.280 0.810 0.2 0.0 0.0 -0.221
C -6.695 2.359 0.588 0.0 0.2 -0.1 -0.261
C -6.397 3.236 -0.439 0.1 -0.1 -0.1 0.361
C -5.287 3.052 -1.239 -0.4 0.2 0.1 -0.248
C -4.456 1.973 -1.003 0.1 -0.2 0.2 -0.257
H -3.579 1.856 -1.619 0.1 0.0 0.0 0.218
H -5.072 3.753 -2.030 0.0 0.1 -0.1 0.228
F -7.212 4.294 -0.664 0.1 -0.1 0.0 -0.328
H -7.573 2.520 1.194 -0.1 0.0 0.0 0.229
H -6.119 0.582 1.593 0.0 -0.1 0.0 0.211
C -3.513 -0.392 1.582 -0.1 -0.2 0.2 -0.210
C -3.308 -1.901 1.707 0.0 0.3 0.2 -0.219
H -2.954 -2.140 2.712 0.0 0.0 0.0 0.205
H -4.272 -2.409 1.541 0.0 0.0 0.0 0.176
H -4.248 -0.055 2.311 0.0 0.0 0.0 0.215
H -2.556 0.111 1.799 0.0 0.0 0.1 0.176
H -3.364 -0.288 -1.741 0.0 0.0 0.0 0.217
H -2.015 0.022 -0.613 0.0 0.0 -0.1 0.173
H -3.738 -2.499 -0.812 0.1 0.0 0.0 0.184
C -0.417 -3.763 0.214 -0.2 0.4 0.3 0.686
O 0.017 -4.799 -0.232 0.1 -0.3 -0.1 -0.603
N 0.232 -2.565 0.213 -0.1 0.3 0.2 -0.622
C 1.461 -2.227 -0.338 0.5 -0.1 -0.2 0.147
C 1.863 -0.892 -0.268 -0.1 0.0 0.1 -0.180
C 3.072 -0.515 -0.809 0.0 0.4 0.1 -0.340
C 3.908 -1.425 -1.426 0.1 -0.1 -0.1 -0.195
C 3.511 -2.751 -1.491 0.1 0.3 0.0 -0.190
C 2.302 -3.155 -0.953 -0.2 -0.1 0.1 -0.222
H 1.993 -4.186 -1.007 0.0 0.0 0.0 0.258
H 4.147 -3.481 -1.967 0.1 -0.1 0.0 0.222
H 4.841 -1.084 -1.843 0.2 -0.1 -0.1 0.233
S 3.571 1.201 -0.719 0.2 -0.4 0.1 2.314
O 2.593 1.911 0.064 0.0 -0.2 0.1 -0.953
O 3.863 1.689 -2.033 0.2 -0.1 -0.1 -0.935
N 5.034 1.027 0.088 -0.9 0.0 -0.7 -0.674
C 6.073 1.979 -0.258 0.1 0.6 -0.2 -0.261
H 6.004 2.154 -1.331 0.2 0.1 0.0 0.243
C 5.889 3.285 0.518 0.1 -0.1 -0.3 -0.089
H 6.730 3.961 0.353 -0.1 0.0 -0.1 0.198
O 5.847 3.041 1.908 0.2 0.0 0.1 -0.524
C 4.774 2.188 2.241 -0.2 -0.2 0.1 -0.095
H 4.817 2.053 3.324 -0.1 0.0 -0.1 0.195
C 4.898 0.841 1.519 -0.1 0.1 0.6 -0.258
H 4.010 0.232 1.693 0.1 -0.1 0.2 0.219
H 5.784 0.305 1.873 -0.1 0.0 0.0 0.208
H 3.819 2.653 1.961 0.1 0.0 0.1 0.192
H 4.955 3.765 0.191 0.1 0.0 0.0 0.173
H 7.039 1.526 -0.013 -0.1 0.0 0.0 0.204
H 1.247 -0.139 0.199 -0.1 0.1 0.1 0.232
H -0.322 -1.804 0.598 0.0 -0.2 -0.1 0.429
H -1.576 -3.775 1.984 0.0 0.0 -0.1 0.219
```
Forces are in eV/Å.

structure (SMILES): C[C@@H](C(=O)Nc1cccc(S(=O)(=O)N2CCOCC2)c1)N1CCN(c2ccc(F)cc2)CC1
maximum force: 1.091 eV/A
energy relative to the best compared isomer or geometry (same formula, charge and spin): 109.0 kJ/mol
spin multiplicity: 1
energy: -52024.602 eV


(2)
A structure of composition C23H29GdN3O10 at a distorted geometry, computed with the ωB97M-V functional and the def2-TZVPD basis.

Structure (XYZ):
```
66
Properties=species:S:1:pos:R:3:forces:R:3:lowdin_spin:R:1
C 4.975 -0.791 4.050 0.5 -0.5 -1.0 0.037
C 3.691 -0.728 3.264 0.8 -0.5 0.0 0.015
O 2.668 -1.051 3.843 -0.3 0.9 0.9 0.035
O 3.826 -0.267 2.050 -0.5 0.0 0.0 0.003
C 3.199 1.070 1.949 0.1 0.5 -0.5 0.001
C 2.096 1.245 0.962 -0.1 -0.5 -0.2 0.000
C 2.351 1.385 -0.407 -0.3 0.0 0.1 0.000
C 3.736 1.277 -1.005 0.3 0.2 0.0 0.000
O 3.816 0.370 -2.055 -0.3 0.0 -0.1 0.000
C 4.135 -0.957 -1.763 0.3 -0.2 0.1 0.000
O 5.283 -1.234 -2.481 0.1 0.0 0.1 0.000
C 5.691 -2.596 -2.467 -0.1 0.2 0.0 0.000
C 7.111 -2.727 -1.942 0.2 -0.4 -0.3 0.000
O 7.967 -1.697 -2.371 0.0 0.1 0.2 0.000
C 1.284 1.700 -1.274 -0.1 0.3 0.1 0.000
O 1.475 1.829 -2.601 -0.1 -0.1 0.0 0.000
C 0.017 1.867 -0.734 0.4 -0.2 0.1 0.000
C -0.236 1.702 0.615 0.0 -0.3 0.1 0.000
C 0.796 1.367 1.445 -0.1 0.2 0.1 0.000
O 0.539 1.102 2.830 -0.4 0.5 0.1 0.003
C 0.918 1.960 3.707 -0.2 -1.2 -1.1 0.008
N 1.394 2.593 4.539 0.6 0.2 1.2 0.016
C -1.688 1.968 0.868 0.1 0.3 -0.3 0.000
O -2.224 2.123 1.927 -0.2 -0.3 0.4 0.000
N -2.262 2.123 -0.389 0.1 0.2 0.0 0.000
C -3.552 2.781 -0.583 -0.2 0.2 0.4 0.000
C -4.650 1.979 -1.261 0.3 -0.2 0.0 -0.001
C -5.403 0.960 -0.386 -0.1 0.2 -0.2 -0.012
C -5.270 -0.440 -0.968 0.1 0.4 1.3 -0.046
N -6.111 -1.464 -0.280 0.6 -0.6 -2.4 -0.555
C -5.669 -2.840 -0.570 0.3 0.2 0.4 -0.057
C -7.538 -1.331 -0.435 -1.7 1.1 0.5 -0.009
C -8.471 -2.292 0.204 0.4 -0.4 0.0 -0.001
O -7.919 -0.403 -1.094 0.6 -0.3 0.0 -0.245
C -1.266 2.246 -1.387 -0.4 -0.2 0.1 0.000
O -1.476 2.615 -2.497 0.0 0.1 -0.4 0.000
H 4.795 -0.208 4.955 1.8 -0.4 -0.9 0.102
H 5.215 -1.828 4.279 0.0 0.0 0.4 0.002
H 5.815 -0.337 3.537 0.1 0.2 0.1 0.001
H 4.009 1.739 1.680 0.2 0.0 0.1 0.000
H 2.853 1.315 2.944 0.1 0.2 0.0 0.001
H 4.487 1.065 -0.243 0.1 -0.1 0.1 0.000
H 3.999 2.251 -1.419 0.0 0.1 -0.1 0.000
H 3.304 -1.601 -2.065 -0.1 -0.1 -0.1 0.000
H 4.321 -1.096 -0.684 -0.1 0.1 0.1 0.000
H 5.613 -2.978 -3.483 0.0 0.0 -0.1 0.000
H 5.040 -3.196 -1.827 -0.1 -0.1 0.0 0.000
H 7.478 -3.699 -2.280 0.0 -0.2 0.1 0.000
H 7.126 -2.769 -0.855 0.0 0.3 0.2 0.000
H 8.389 -1.954 -3.195 0.0 0.0 -0.1 0.000
H 1.812 2.700 -2.845 0.0 0.0 -0.1 0.000
H -3.386 3.685 -1.161 0.2 0.1 -0.1 0.000
H -3.885 3.091 0.404 0.0 0.1 0.1 0.000
H -4.234 1.496 -2.145 0.0 0.0 -0.2 0.000
H -5.361 2.719 -1.615 -0.1 0.0 -0.2 0.000
H -6.447 1.242 -0.398 -0.2 0.0 0.2 0.000
H -5.066 0.987 0.648 0.1 -0.1 0.1 -0.001
H -4.241 -0.776 -0.888 0.1 -0.2 0.0 -0.003
H -5.551 -0.429 -2.019 -0.1 -0.2 -0.2 -0.025
H -6.488 -3.461 -0.912 -0.2 0.0 0.1 -0.011
H -5.246 -3.283 0.331 0.0 -0.1 0.2 -0.029
H -4.907 -2.812 -1.339 0.2 0.0 0.0 -0.007
H -9.141 -1.735 0.851 0.0 0.1 0.1 0.002
H -9.077 -2.742 -0.578 -0.1 -0.1 -0.1 0.002
H -7.942 -3.061 0.754 -0.1 -0.1 0.2 -0.002
Gd 3.483 0.230 6.267 -2.5 0.5 0.8 7.775
```
Forces are in eV/Å.

charge: +3
maximum force: 2.661 eV/A
spin multiplicity: 8
energy: -70068.474 eV


(3)
The molecule C23H29N3O3, computed with the ωB97M-V functional and the def2-TZVPD basis.

Structure (XYZ):
```
58
Properties=species:S:1:pos:R:3:forces:R:3:nbo_charge:R:1
O -0.655 -1.110 1.271 0.1 -0.2 0.1 -0.650
C 0.279 -0.789 0.545 0.0 -0.3 0.1 0.683
N 0.374 0.367 -0.142 0.1 0.3 0.0 -0.421
C 1.421 0.485 -1.140 0.5 -0.1 -0.4 -0.267
C 2.717 0.990 -0.584 -0.3 0.7 0.6 0.303
C 3.036 1.705 0.531 -0.3 -0.2 -0.6 -0.308
C 4.445 1.857 0.514 0.2 -0.2 -0.4 -0.310
C 4.873 1.226 -0.609 0.4 0.4 0.6 0.080
O 3.834 0.698 -1.281 -0.3 -0.2 -0.4 -0.412
H 5.849 1.089 -1.031 0.1 -0.1 -0.1 0.200
H 5.045 2.364 1.241 0.2 0.1 0.1 0.227
H 2.367 2.058 1.288 -0.2 0.0 0.1 0.225
H 1.072 1.131 -1.947 0.0 -0.2 0.1 0.243
H 1.610 -0.497 -1.588 -0.1 0.2 0.0 0.230
C -0.651 1.439 -0.005 -0.1 0.2 0.1 0.083
C -0.198 2.754 -0.656 -0.2 -0.1 -0.2 -0.425
H 0.778 3.041 -0.265 0.1 0.0 0.0 0.216
C -1.209 3.878 -0.417 0.2 0.1 0.2 -0.396
C -1.465 4.111 1.064 -0.3 -0.1 -0.1 -0.397
C -1.942 2.812 1.696 0.3 0.2 0.1 -0.400
C -0.902 1.717 1.486 -0.4 -0.1 0.1 -0.424
H -1.209 0.817 2.015 0.1 0.1 0.0 0.243
H 0.048 2.036 1.922 0.1 0.0 0.0 0.205
H -2.888 2.511 1.241 -0.1 0.0 0.0 0.204
H -2.109 2.947 2.766 -0.1 -0.1 0.0 0.212
H -2.213 4.896 1.195 0.0 0.1 0.0 0.208
H -0.544 4.440 1.552 0.0 0.1 0.1 0.190
H -0.830 4.789 -0.883 0.0 0.0 -0.1 0.212
H -2.146 3.616 -0.911 0.0 0.1 -0.1 0.215
H -0.130 2.630 -1.737 0.1 0.0 0.1 0.235
C -1.888 0.924 -0.795 0.2 0.1 0.3 0.678
O -2.085 1.269 -1.946 0.0 0.1 -0.4 -0.647
N -2.679 0.078 -0.123 -0.3 -0.2 0.3 -0.636
H -2.309 -0.344 0.721 0.1 0.2 -0.1 0.433
C -3.753 -0.649 -0.769 -0.1 0.2 -0.4 -0.058
H -4.089 -0.033 -1.606 0.0 -0.1 0.1 0.233
C -4.868 -0.944 0.251 -0.1 0.0 0.0 -0.416
C -4.748 -2.436 0.607 0.0 -0.1 0.1 -0.406
C -3.405 -2.883 0.029 -0.1 -0.1 -0.1 -0.418
H -2.594 -2.651 0.722 0.1 0.0 0.0 0.214
H -3.382 -3.952 -0.182 0.1 0.0 0.1 0.210
C -3.272 -2.032 -1.229 0.1 0.1 0.1 -0.408
H -3.931 -2.408 -2.013 0.0 0.0 -0.1 0.205
H -2.256 -1.990 -1.620 0.0 0.0 -0.1 0.211
H -5.555 -2.998 0.134 0.0 0.0 0.0 0.199
H -4.807 -2.605 1.681 -0.1 -0.1 0.0 0.211
H -4.733 -0.314 1.130 -0.1 0.1 0.0 0.213
H -5.846 -0.720 -0.171 0.0 0.1 0.0 0.215
C 1.405 -1.771 0.382 0.1 -0.6 0.1 0.102
N 2.614 -1.397 0.782 -0.3 0.3 0.2 -0.412
C 3.594 -2.278 0.723 0.3 -0.3 0.0 0.046
C 3.429 -3.574 0.256 -0.1 0.0 0.0 -0.250
C 2.163 -3.969 -0.147 0.0 0.1 0.0 -0.167
C 1.124 -3.056 -0.073 0.0 0.2 0.0 -0.222
H 0.118 -3.320 -0.362 -0.1 0.0 0.0 0.229
H 1.986 -4.972 -0.508 0.0 -0.1 0.0 0.220
H 4.265 -4.255 0.217 0.1 0.0 0.0 0.222
H 4.557 -1.920 1.065 0.1 -0.1 0.0 0.198
```
Forces are in eV/Å.

structure (SMILES): O=C(c1ccccn1)N(Cc1ccco1)C1(C(=O)NC2CCCC2)CCCCC1
maximum force: 0.919 eV/A
energy relative to the best compared isomer or geometry (same formula, charge and spin): 237.1 kJ/mol
spin multiplicity: 1
energy: -34935.220 eV


(4)
A cluster of 2 separate species, C23H29N4 in total at a distorted geometry, computed with the ωB97M-V functional and the def2-TZVPD basis.

Structure (XYZ):
```
56
Properties=species:S:1:pos:R:3:forces:R:3:nbo_charge:R:1
C 6.501 -2.314 0.364 -0.4 0.1 0.1 -0.396
N 5.937 -1.733 -0.845 0.8 0.5 -0.1 -0.510
C 6.458 -2.330 -2.063 -0.4 0.1 -0.1 -0.397
C 4.680 -1.101 -0.826 -0.9 0.3 0.1 0.275
C 4.585 0.315 -0.769 0.3 -0.5 -0.1 -0.225
C 3.359 0.948 -0.678 -0.6 0.2 0.2 -0.115
C 2.134 0.225 -0.642 1.1 -0.7 0.0 -0.181
C 0.874 0.885 -0.482 -0.1 -0.1 -0.4 0.086
C -0.338 0.258 -0.748 -0.1 -0.1 -0.1 -0.334
C -1.568 0.897 -0.648 0.4 -0.2 0.1 0.083
C -2.822 0.221 -0.739 -1.1 -0.5 -0.1 -0.169
C -4.044 0.947 -0.777 0.5 0.0 0.1 -0.102
C -5.277 0.317 -0.835 0.0 -0.5 0.0 -0.233
C -5.372 -1.100 -0.848 0.8 0.4 0.1 0.260
N -6.632 -1.721 -0.855 -0.8 0.4 -0.1 -0.511
C -7.185 -2.289 -2.073 0.4 0.1 -0.1 -0.396
C -7.206 -2.282 0.358 0.4 0.1 0.1 -0.395
C -4.161 -1.840 -0.831 -0.3 0.4 0.0 -0.182
C -2.935 -1.198 -0.764 0.1 0.1 -0.1 -0.144
C 2.247 -1.193 -0.743 -0.4 0.2 -0.1 -0.071
C 3.466 -1.837 -0.838 0.5 0.3 0.0 -0.255
H 6.179 -1.735 1.240 0.1 -0.2 -0.2 0.209
H 6.197 -3.366 0.490 0.1 0.1 0.1 0.176
H 7.598 -2.282 0.295 -0.3 0.0 0.1 0.209
H 6.114 -1.756 -2.934 0.2 -0.2 0.2 0.209
H 7.556 -2.305 -2.025 -0.3 0.0 -0.1 0.210
H 6.143 -3.380 -2.170 0.1 0.1 -0.1 0.175
H 5.512 0.894 -0.792 -0.4 -0.2 0.0 0.241
H 3.301 2.036 -0.628 0.1 -0.2 0.0 0.223
H 0.876 1.912 -0.100 0.0 -0.2 -0.2 0.267
H -0.324 -0.784 -1.088 0.0 0.5 0.3 0.217
H -1.580 1.979 -0.502 0.0 -0.2 0.1 0.230
H -3.983 2.033 -0.752 -0.1 -0.1 0.0 0.223
H -6.198 0.904 -0.866 0.3 -0.2 0.0 0.244
H -6.806 -1.739 -2.945 -0.2 -0.2 0.2 0.210
H -6.932 -3.356 -2.173 0.0 0.1 -0.2 0.176
H -8.281 -2.201 -2.041 0.3 0.0 -0.1 0.209
H -6.839 -1.729 1.233 -0.2 -0.2 -0.2 0.209
H -8.301 -2.193 0.310 0.3 0.0 0.1 0.209
H -6.956 -3.349 0.468 0.0 0.1 0.1 0.177
H -4.216 -2.928 -0.868 0.1 0.3 0.1 0.226
H -2.032 -1.801 -0.714 -0.2 0.0 0.0 0.213
H 1.340 -1.795 -0.713 0.3 0.0 0.0 0.203
H 3.514 -2.925 -0.910 -0.1 0.3 0.1 0.232
C 2.223 4.901 1.654 0.2 0.1 -0.4 -0.661
C 1.436 3.899 2.403 -0.8 -0.8 1.0 0.354
N 0.764 2.814 2.029 0.2 0.5 0.2 -0.524
C 0.193 2.282 3.188 0.8 1.3 0.5 -0.106
C 0.543 3.069 4.270 -0.2 -0.4 -0.7 -0.095
N 1.324 4.074 3.751 0.0 0.0 -0.2 -0.516
H 2.235 4.669 0.592 0.0 0.1 0.0 0.234
H 1.784 5.899 1.793 0.1 -0.2 -0.1 0.236
H 3.256 4.925 2.026 -0.2 0.0 -0.2 0.233
H -0.422 1.398 3.201 0.1 0.0 -0.2 0.211
H 0.319 3.017 5.323 0.0 -0.1 -0.1 0.229
H 1.762 4.846 4.240 -0.3 -0.4 0.1 0.422
```
Forces are in eV/Å.

charge: +1
maximum force: 1.604 eV/A
energy relative to the best compared isomer or geometry (same formula, charge and spin): 149.2 kJ/mol
spin multiplicity: 1
energy: -30274.034 eV